C6H10N3 | ωB97M-V/def2-TZVPD

As for the frontier orbital gap (alpha / beta): 6.089 / 6.821 eV. As for the spin multiplicity: 3. As for the charge: +1. Its expectation value of S² is 2.012. For the largest force on an atom, the calculation gives 5.4 eV Å⁻¹. As for the HOMO energy (alpha / beta): -0.3583 / -0.4785 hartree. The relative energy (zero: lowest compared OMol25 entry of this formula, charge and spin) comes out at 251.17 kJ/mol.

Cartesian coordinates (Å):
1 C -1.27842 1.81506 -0.38732
2 C -0.28529 1.76850 -1.29639
3 C -0.41975 -1.33937 0.89516
4 C 0.15658 -2.13257 1.68918
5 C -1.76779 0.53478 0.37161
6 C 1.43946 0.43994 -2.09957
7 N 1.43719 -2.07824 2.15757
8 N 0.32707 0.64047 -1.51767
9 N -0.91492 -0.65498 0.00778
10 H -1.62867 2.79054 -0.04578
11 H -0.19772 2.59819 -1.91724
12 H -0.26711 -3.01443 1.88067
13 H -1.54856 0.74719 1.42054
14 H -2.76088 0.27900 -0.02259
15 H 1.89003 -1.21475 2.03241
16 H 2.17670 1.16678 -2.52921
17 H 1.72983 -0.55459 -2.27389
18 H 1.60323 -2.73675 2.88086
19 H -0.35513 -0.42958 -0.98027

Results of the natural (NBO) charge analysis, in e, for atoms 1 through 6: C -0.133; C -0.070; C 0.271; C -0.019; C -0.251; C 0.031